64
Properties=species:S:1:pos:R:3:forces:R:3 method="wB97M-V/def2-TZVPD" spin_multiplicity=2 energy_ev=-150785.363 s2=0.755 homo_ha="-0.3590 / -0.3489" total_charge=+1
Fe 0.210974 0.133364 -0.105998 0.787 0.102 0.193
C 2.190024 1.072466 1.899081 -0.041 -0.073 0.042
N 2.198537 0.534063 0.532433 -0.117 0.163 -0.049
C 3.056196 -0.638144 0.310378 0.109 -0.004 -0.005
C 2.205483 -1.844029 0.101535 -0.014 0.163 0.093
N 0.902719 -1.768647 0.043455 0.014 -0.068 -0.115
C 0.458641 -3.074570 -0.164125 -0.011 -0.185 0.084
C -0.823784 -3.616903 -0.234356 0.052 0.061 -0.028
C -0.936723 -4.978668 -0.425237 -0.062 0.026 -0.006
C 0.188734 -5.804332 -0.531969 0.046 -0.055 0.001
C 1.465795 -5.291989 -0.434205 0.006 -0.002 0.000
C 1.571599 -3.920785 -0.244229 -0.216 -0.058 -0.011
N 2.670006 -3.100479 -0.067930 0.142 0.071 0.038
C 0.905302 0.717400 2.574660 0.024 -0.072 -0.241
N -0.092948 0.164609 1.932045 0.013 0.254 -0.114
C -1.108578 0.002930 2.876071 0.074 -0.045 0.196
C -2.372201 -0.580557 2.785276 0.059 0.091 -0.004
C -3.149497 -0.600981 3.926370 -0.029 -0.028 -0.075
C -2.693163 -0.073044 5.140034 -0.021 0.003 0.076
C -1.437052 0.484462 5.254826 0.022 0.013 0.023
C -0.660653 0.508020 4.104385 -0.266 -0.138 -0.023
N 0.626644 0.953235 3.875207 0.157 0.038 0.006
H 3.042699 0.704583 2.480009 -0.050 0.040 0.007
H 2.283489 2.159260 1.845696 -0.022 0.022 -0.022
H 2.471218 1.301536 -0.085830 -0.005 -0.031 -0.088
H 3.668472 -0.474444 -0.579398 -0.038 0.015 0.017
H 3.736941 -0.796165 1.153571 -0.005 -0.009 -0.049
H -1.700250 -2.993232 -0.137930 -0.031 0.027 -0.012
H -1.919817 -5.423861 -0.487991 -0.025 0.000 0.003
H 0.052835 -6.866810 -0.679531 0.003 -0.011 -0.004
H 2.336840 -5.929451 -0.493956 0.026 -0.012 -0.004
H 3.635239 -3.380603 -0.071871 -0.005 0.005 0.012
H -2.721745 -0.991180 1.851509 -0.035 -0.035 -0.081
H -4.135058 -1.044153 3.887649 -0.011 -0.010 -0.016
H -3.334914 -0.114671 6.009287 -0.007 -0.001 0.008
H -1.076500 0.873491 6.197002 0.013 0.016 0.015
H 1.248174 1.364981 4.549299 0.008 -0.018 0.006
Se -1.937296 -0.449450 -0.848285 -0.504 -0.020 0.032
C 0.843453 -0.579287 -6.201547 -0.057 -0.030 -0.012
N 1.310187 -0.161988 -4.895902 -0.033 -0.033 -0.148
C 0.612374 -0.275958 -3.760576 -0.038 -0.113 0.083
N -0.606051 -0.795974 -3.788340 0.163 -0.044 -0.398
S 1.359070 0.260559 -2.333262 -0.059 0.231 0.288
H 1.635258 -0.408762 -6.925289 -0.005 0.006 0.015
H -0.032762 -0.007556 -6.516111 -0.007 -0.010 -0.004
H 0.603064 -1.644703 -6.212078 -0.007 0.005 -0.008
H 2.212402 0.272863 -4.808450 -0.002 -0.015 0.029
H -1.030787 -1.101305 -4.647851 0.010 0.023 0.000
H -1.133160 -0.860145 -2.916960 -0.074 -0.021 0.145
C -2.279380 5.169884 -0.324626 -0.084 0.044 -0.007
N -1.194548 4.218764 -0.335773 -0.070 -0.096 0.054
C 0.103937 4.478775 -0.900055 0.148 0.023 0.025
C 0.801819 3.149702 -0.660764 0.181 0.024 -0.092
O 1.988414 2.970065 -0.866547 -0.099 -0.080 0.186
N -0.104556 2.243977 -0.161105 -0.014 -0.136 -0.117
C -1.253118 2.928174 0.027761 0.133 0.036 0.081
N -2.325838 2.390583 0.588305 -0.113 -0.182 0.044
H -1.863439 6.172536 -0.248750 -0.012 0.000 -0.014
H -2.913451 5.018102 0.548404 -0.003 0.005 -0.002
H -2.885508 5.107990 -1.231655 -0.013 0.011 0.023
H 0.628503 5.287046 -0.387724 -0.012 -0.002 -0.023
H 0.065075 4.699674 -1.970059 0.003 -0.017 0.012
H -2.365439 1.366207 0.620663 0.016 0.148 -0.058
H -3.201901 2.883527 0.571354 0.009 -0.009 -0.010

---

22
Properties=species:S:1:pos:R:3:forces:R:3 method="wB97M-V/def2-TZVPD" energy_ev=-32507.059 homo_ha=-0.3486 total_charge=0
C 1.818202 3.223144 -0.140355 0.591 2.682 1.566
C 1.271363 2.861487 1.086508 -0.378 0.852 0.199
C 1.591661 2.439290 -1.179923 1.394 -2.022 -3.854
C 0.584672 1.672746 1.235415 -0.364 -2.283 0.585
C 1.098455 1.177861 -1.052384 -1.726 -0.627 3.340
C 0.580102 0.711164 0.180654 0.521 2.534 -0.871
C -1.404459 -3.572055 -0.084901 0.713 -0.604 0.436
C -2.162642 -2.316233 -0.263166 -0.520 -2.619 -0.874
C -1.537982 -1.188110 -0.177993 -2.639 3.231 -1.296
O 0.910559 -1.879564 -0.076130 -0.737 1.356 0.211
O -0.229886 -0.909809 1.942349 -0.022 -0.270 -1.278
S -0.031704 -0.912481 0.490732 3.756 -0.814 2.900
I -2.591489 0.613401 -0.660267 0.009 -0.399 0.083
H 2.367927 4.176793 -0.315435 -0.575 -0.762 0.564
H 1.287655 3.626582 1.855744 0.053 -0.433 0.304
H 1.999614 2.537014 -2.210025 -0.256 0.993 0.893
H 0.093968 1.298435 2.174797 0.687 0.928 -0.863
H 0.992859 0.644720 -1.907027 -0.122 -2.004 -2.324
H -1.838966 -4.357370 0.506267 -0.778 -0.111 0.290
H -0.436263 -3.375937 0.337741 0.213 -0.172 0.177
H -3.161092 -2.472782 -0.689026 0.225 0.744 0.407
H -1.202559 -3.998300 -1.053578 -0.044 -0.199 -0.594